[1]
An isolated ion of composition C4H10NOS and charge -1 at a distorted geometry. Source: OMol25; level of theory: the ωB97M-V functional and the def2-TZVPD basis.

Geometry as XYZ:
```
17
Properties=species:S:1:pos:R:3:forces:R:3:mulliken_charge:R:1
N -0.819944 0.819673 -1.333719 -0.41 0.01 -0.07 -0.844
C -0.488592 0.466416 0.056191 -0.30 -0.15 -0.32 0.460
C -1.829609 0.143973 0.802629 1.37 -0.57 1.56 -0.520
O -2.803474 0.973501 0.516446 -0.69 0.03 -0.58 -0.870
C 0.476645 -0.692094 0.091557 -0.34 -0.77 -0.10 -1.118
C 1.817325 -0.488830 -0.585314 0.54 -0.03 0.38 -0.614
S 2.910886 0.733714 0.281215 -0.19 -0.02 -0.23 -0.302
H -1.229894 -0.018870 -1.751335 0.42 -0.34 -0.03 0.299
H -1.719378 1.290411 -1.162814 0.02 0.61 0.03 0.343
H -0.048533 1.343312 0.540146 0.05 0.07 -0.13 0.286
H -1.540869 0.167423 1.918969 0.03 -0.10 -0.39 0.169
H -1.939019 -0.998721 0.651098 -0.57 0.50 -0.31 0.130
H 0.546367 -1.061846 1.115902 0.45 0.22 0.31 0.332
H 0.004043 -1.559400 -0.399703 -0.06 0.24 -0.24 0.400
H 1.662818 -0.171664 -1.617089 0.00 0.60 0.18 0.369
H 2.416821 -1.396216 -0.686595 -0.23 -0.18 0.34 0.382
H 2.584405 0.449217 1.562419 -0.08 -0.12 -0.41 0.098
```
Forces are in eV/Å.

Results
SMILES string ... N[C@@H](C[O-])CCS
Charge ... -1
Energy relative to the best compared isomer or geometry (same formula, charge and spin) ... 55.3 kcal per mole
Orbital gap ... 5.9 eV



[2]
One molecule with the formula CH5N7 at a distorted geometry. Source: OMol25; level of theory: the ωB97M-V functional and the def2-TZVPD basis.

Geometry as XYZ:
```
13
Properties=species:S:1:pos:R:3:forces:R:3:mulliken_charge:R:1
C 0.593933 0.067995 1.434149 1.55 2.38 -1.11 0.344
N 0.672645 -1.882744 0.512043 -1.47 -0.66 0.80 0.075
N -0.598657 -1.686660 1.136122 3.29 2.16 -0.16 0.139
N 1.501674 -0.904945 0.917595 -0.61 -1.09 0.06 -0.565
N -0.596048 -0.491989 1.661157 -2.92 -1.54 0.77 -0.507
N 0.455695 1.264861 0.071812 -0.34 -1.43 0.36 -0.462
N -0.366843 0.796752 -0.717999 1.12 0.15 1.08 0.052
N -0.312482 1.350294 -1.973913 -3.50 -1.25 -0.58 -0.531
H 0.901980 0.741032 2.257727 0.32 -0.40 -0.81 0.375
H 0.912990 -2.887976 0.533665 0.55 0.99 -0.06 0.282
H -1.418838 -2.218095 1.052231 -0.96 -0.83 -0.56 0.228
H 0.242357 2.180588 -1.995387 0.02 0.96 -0.14 0.295
H -1.355508 1.351038 -2.301281 2.94 0.56 0.34 0.276
```
Forces are in eV/Å.

Results
Energy relative to the best compared isomer or geometry (same formula, charge and spin) ... 64.8 kcal per mole
Orbital gap (alpha / beta) ... 7.2 / 7.4 eV



[3]
C17H22Br39O3S as an isolated structure at a distorted geometry. Source: OMol25; level of theory: the ωB97M-V functional and the def2-TZVPD basis.

Geometry as XYZ:
```
82
Properties=species:S:1:pos:R:3:forces:R:3:mulliken_charge:R:1
C -1.971018 -1.984055 1.799488 0.54 0.05 0.20 -0.540
S -1.360234 -2.512151 3.422861 0.10 -1.01 0.90 1.233
O -2.173741 -3.672602 3.822876 0.17 0.21 -0.60 -0.809
O -1.576531 -1.425977 4.408783 0.18 0.17 -0.57 -0.665
C 0.302260 -2.975831 3.122179 -0.57 1.07 0.00 -0.592
C 1.218545 -2.452246 4.221517 0.04 -0.49 -0.30 -0.545
C 1.731386 -1.022667 4.021496 -0.22 -0.22 0.43 0.578
O 0.737310 -0.079598 3.678375 0.25 0.83 -0.39 0.097
H -2.890754 -2.508814 1.565898 -0.16 0.09 0.10 0.347
H -1.201372 -2.225203 1.070209 -0.03 -0.18 -0.07 0.129
H -2.065627 -0.903107 1.825054 -0.26 0.01 0.02 -0.080
H 0.590466 -2.449808 2.200466 -0.18 -0.17 -0.12 -0.052
H 2.119747 -3.086121 4.219444 0.07 0.03 0.20 0.274
H 0.750466 -2.599621 5.197932 0.05 0.22 0.10 0.346
H 2.273162 -0.697078 4.922592 0.13 0.07 -0.11 0.353
H 2.441273 -1.020826 3.191123 -0.65 0.16 0.27 -0.763
H 0.326084 0.274139 4.472738 -0.18 -0.50 0.04 -0.202
C -0.371895 2.061134 1.717364 -0.07 -0.03 -0.04 0.399
Br 0.194268 3.901460 1.544518 0.01 -0.02 -0.02 -0.082
Br -2.256210 1.947094 2.113381 0.15 0.05 -0.04 -0.128
Br 0.107861 1.032523 0.155063 -0.08 0.17 0.26 0.105
H 0.161900 1.636430 2.558387 0.05 -0.17 -0.05 -0.194
C -3.899400 -2.777902 -3.306153 0.06 0.12 0.18 -0.422
Br -4.771321 -1.932327 -4.809423 0.00 -0.06 -0.02 -0.071
Br -2.328326 -1.800499 -2.767364 -0.19 -0.15 0.01 0.160
Br -5.121414 -3.053540 -1.843869 0.10 0.06 -0.09 -0.010
H -3.572642 -3.752718 -3.637493 -0.01 0.01 -0.04 0.350
C -5.532733 1.923045 -5.203944 -0.03 0.10 0.09 0.014
Br -3.734936 2.316931 -5.785084 -0.08 -0.03 0.03 0.015
Br -5.858749 2.566702 -3.417629 0.04 -0.03 -0.14 0.056
Br -6.846627 2.583790 -6.451304 -0.04 -0.22 0.02 -0.007
H -5.627964 0.847501 -5.176653 0.02 0.00 0.01 -0.086
C 6.103888 -2.324348 2.493570 0.06 0.02 -0.16 -0.346
Br 7.116138 -1.472538 3.902910 -0.04 -0.09 -0.06 -0.078
Br 5.968928 -4.233196 2.737840 0.16 0.29 0.09 -0.064
Br 4.372811 -1.503614 2.291721 0.90 -0.45 0.19 0.055
H 6.657374 -2.178637 1.577172 0.01 0.05 0.01 0.372
C -6.339589 7.130471 -5.928855 0.00 -0.09 0.05 -0.357
Br -7.462072 7.003814 -4.365628 0.14 0.02 -0.18 0.089
Br -5.090159 5.667261 -6.011671 0.03 0.25 0.01 0.033
Br -7.379727 7.276992 -7.549590 0.05 -0.03 0.08 -0.032
H -5.764192 8.039939 -5.837595 -0.02 0.02 -0.01 0.316
C 2.736958 -1.348875 -2.389400 0.00 -0.01 0.00 0.552
Br 3.524277 -0.628550 -0.788863 -0.15 -0.04 -0.35 0.142
Br 2.724160 -3.272859 -2.332196 -0.02 0.19 -0.12 0.065
Br 0.983708 -0.608473 -2.739272 0.20 -0.08 -0.03 -0.034
H 3.361330 -1.047402 -3.218283 -0.09 -0.06 0.07 -0.642
C 4.335352 -0.955542 -6.411381 -0.09 -0.05 0.00 -0.404
Br 5.148697 -0.210793 -4.828399 0.12 0.06 -0.14 -0.025
Br 4.315857 -2.881690 -6.354254 -0.02 0.13 0.03 -0.004
Br 2.572757 -0.232285 -6.703482 0.11 -0.06 0.06 -0.002
H 4.947296 -0.663770 -7.252051 0.01 0.01 0.01 0.364
C 3.750999 4.541456 3.611221 -0.05 -0.12 -0.05 -0.434
Br 3.341085 5.978815 2.386665 0.05 -0.04 0.05 -0.068
Br 2.441159 4.401955 5.017549 0.04 0.02 -0.12 -0.031
Br 3.981584 2.872661 2.679696 -0.08 0.01 0.05 0.061
H 4.695548 4.780708 4.076783 0.00 0.03 -0.01 0.447
C 2.029219 -6.527859 0.610513 0.03 0.18 0.22 -0.395
Br 0.772797 -5.237346 -0.081072 0.12 -0.14 0.24 -0.023
Br 3.266153 -7.165468 -0.737853 -0.05 0.08 0.03 -0.061
Br 3.000531 -5.826486 2.124739 -0.36 -0.08 -0.24 -0.029
H 1.455970 -7.378293 0.950454 0.02 -0.02 -0.03 0.421
C 0.310274 1.294183 7.935093 -0.07 0.03 -0.17 -0.248
Br -0.614109 1.589820 9.605729 0.05 -0.02 -0.06 -0.067
Br 1.640120 -0.092972 8.093738 -0.09 0.07 0.00 -0.038
Br -0.916298 0.936136 6.495622 -0.01 -0.13 0.22 0.056
H 0.832049 2.209056 7.696658 0.04 0.01 0.06 0.252
C -0.103468 -8.799799 -3.801673 -0.01 0.11 0.07 -0.346
Br -1.524031 -10.012565 -3.313644 0.09 0.05 -0.02 -0.041
Br 0.057546 -7.343626 -2.549468 -0.11 -0.24 -0.18 0.150
Br 1.574275 -9.728292 -4.031628 -0.09 0.04 0.03 -0.047
H -0.364498 -8.376069 -4.760314 0.00 -0.04 -0.02 0.314
C -8.057579 7.944914 -0.156297 0.11 -0.02 -0.01 -0.317
Br -6.522699 7.179333 0.720768 -0.11 0.05 -0.10 0.014
Br -7.606866 9.563425 -1.103744 -0.03 -0.10 0.04 -0.023
Br -8.926634 6.665842 -1.309285 -0.03 0.04 0.16 -0.050
H -8.766448 8.212711 0.613108 -0.01 0.00 -0.01 0.339
C 5.442149 4.147265 -0.698787 -0.04 -0.03 0.02 0.075
Br 6.993261 3.416253 0.184305 -0.06 0.06 -0.09 -0.016
Br 5.851016 5.804963 -1.598311 -0.01 -0.10 0.04 -0.044
Br 4.626002 2.862446 -1.875087 0.06 0.10 0.04 0.065
H 4.713862 4.372865 0.069407 0.03 0.01 0.03 -0.122
```
Forces are in eV/Å.

Results
Charge ... -1
Energy relative to the best compared isomer or geometry (same formula, charge and spin) ... 0.0 kcal per mole
Orbital gap ... 4.2 eV